[1]
{"formula": "C33H85N3O11", "method": "ωB97M-V with the def2-TZVPD basis set", "species": ["C", "C", "C", "O", "H", "H", "H", "H", "H", "H", "H", "H", "C", "C", "C", "O", "H", "H", "H", "H", "H", "H", "H", "H", "C", "C", "C", "O", "H", "H", "H", "H", "H", "H", "H", "H", "C", "C", "C", "O", "H", "H", "H", "H", "H", "H", "H", "H", "C", "C", "C", "O", "H", "H", "H", "H", "H", "H", "H", "H", "C", "O", "C", "C", "N", "C", "C", "O", "C", "H", "H", "H", "H", "H", "H", "H", "H", "H", "H", "H", "H", "H", "H", "H", "C", "O", "C", "C", "N", "C", "C", "O", "C", "H", "H", "H", "H", "H", "H", "H", "H", "H", "H", "H", "H", "H", "H", "H", "C", "O", "C", "C", "N", "C", "C", "O", "C", "H", "H", "H", "H", "H", "H", "H", "H", "H", "H", "H", "H", "H", "H", "H"], "coordinates": [[0.324, -27.301, -17.918], [1.387, -28.393, -17.845], [2.599, -27.921, -17.084], [0.894, -29.386, -17.001], [0.542, -26.436, -18.544], [-0.092, -26.954, -16.972], [-0.506, -27.790, -18.428], [1.530, -28.827, -18.835], [2.329, -27.554, -16.094], [3.089, -27.127, -17.648], [3.330, -28.713, -16.922], [1.093, -29.078, -16.114], [0.025, -22.295, -13.460], [1.214, -21.685, -12.713], [1.840, -20.436, -13.348], [0.785, -21.361, -11.426], [-0.860, -21.690, -13.657], [-0.277, -23.220, -12.969], [0.295, -22.613, -14.467], [2.005, -22.433, -12.664], [1.105, -19.640, -13.469], [2.294, -20.643, -14.317], [2.601, -20.079, -12.654], [1.573, -21.113, -10.936], [-1.318, -25.194, -15.170], [0.099, -24.644, -15.188], [1.047, -25.421, -16.063], [0.014, -23.388, -15.908], [-1.814, -25.253, -16.139], [-1.916, -24.477, -14.609], [-1.412, -26.164, -14.681], [0.381, -24.588, -14.136], [1.129, -26.433, -15.668], [2.039, -24.975, -15.985], [0.730, -25.504, -17.103], [-0.186, -23.645, -16.811], [-2.333, -26.632, -12.808], [-1.377, -25.608, -12.266], [-2.066, -24.268, -11.916], [-0.836, -26.304, -11.128], [-2.817, -26.288, -13.722], [-3.139, -26.906, -12.127], [-1.837, -27.589, -12.968], [-0.588, -25.456, -13.002], [-1.374, -23.442, -11.749], [-2.587, -24.402, -10.968], [-2.748, -24.036, -12.734], [-0.135, -25.760, -10.763], [3.893, -23.428, -16.127], [3.342, -22.036, -16.321], [1.803, -22.131, -16.428], [3.653, -21.240, -15.189], [3.374, -24.008, -15.364], [4.948, -23.363, -15.858], [3.779, -23.966, -17.068], [3.735, -21.549, -17.213], [1.327, -22.198, -15.450], [1.550, -23.023, -17.003], [1.402, -21.325, -17.042], [3.336, -20.355, -15.384], [5.089, -29.675, -16.071], [3.920, -29.346, -15.340], [3.038, -30.495, -15.177], [1.826, -29.964, -14.376], [1.218, -28.836, -15.070], [0.099, -28.253, -14.427], [0.531, -27.434, -13.163], [1.247, -26.338, -13.674], [1.483, -25.380, -12.660], [5.632, -28.743, -16.224], [5.054, -30.004, -17.109], [5.750, -30.335, -15.509], [3.619, -31.222, -14.610], [2.776, -31.037, -16.086], [2.103, -29.675, -13.362], [1.041, -30.710, -14.255], [1.956, -28.149, -15.132], [-0.689, -28.936, -14.111], [-0.368, -27.520, -15.085], [1.193, -27.956, -12.473], [-0.382, -27.181, -12.623], [2.382, -25.719, -12.145], [0.744, -25.274, -11.866], [1.556, -24.398, -13.129], [-3.559, -24.425, -15.856], [-3.840, -24.283, -14.455], [-4.883, -25.104, -13.959], [-4.730, -25.160, -12.416], [-4.785, -23.860, -11.706], [-4.629, -23.842, -10.237], [-5.672, -24.673, -9.459], [-5.382, -24.414, -8.055], [-6.238, -25.044, -7.169], [-4.501, -24.398, -16.404], [-3.145, -25.383, -16.172], [-3.111, -23.512, -16.248], [-4.864, -26.101, -14.400], [-5.775, -24.549, -14.246], [-3.811, -25.605, -12.036], [-5.538, -25.752, -11.986], [-3.968, -23.365, -12.032], [-4.611, -22.796, -9.930], [-3.621, -24.224, -10.079], [-5.628, -25.731, -9.720], [-6.681, -24.315, -9.667], [-6.212, -24.788, -6.109], [-6.224, -26.121, -7.331], [-7.238, -24.661, -7.373], [-2.455, -21.613, -16.174], [-2.019, -21.474, -17.486], [-0.572, -21.561, -17.589], [-0.168, -22.737, -18.469], [-0.649, -23.938, -17.760], [-0.709, -25.143, -18.551], [-1.679, -25.124, -19.757], [-2.190, -26.426, -20.027], [-2.876, -26.498, -21.281], [-3.544, -21.623, -16.160], [-2.196, -20.738, -15.578], [-2.060, -22.507, -15.692], [-0.106, -21.654, -16.607], [-0.220, -20.684, -18.132], [0.889, -22.777, -18.730], [-0.593, -22.647, -19.469], [-1.593, -23.711, -17.483], [-1.102, -25.883, -17.853], [0.318, -25.428, -18.781], [-1.110, -24.784, -20.622], [-2.536, -24.486, -19.541], [-2.281, -26.143, -22.123], [-3.813, -25.941, -21.277], [-3.234, -27.503, -21.501]], "homo_lumo_gap_ha": 0.3067, "total_energy_ev": -62567.3526, "relative_energy_kj_mol": 2022.1}

=====

[2]
{"formula": "C33H88CuN8O11", "method": "ωB97M-V with the def2-TZVPD basis set", "species": ["Cu", "C", "O", "O", "O", "C", "C", "C", "O", "C", "N", "H", "H", "H", "H", "H", "H", "H", "H", "H", "H", "H", "C", "C", "C", "O", "C", "N", "H", "H", "H", "H", "H", "H", "H", "H", "H", "H", "H", "C", "C", "C", "O", "C", "N", "H", "H", "H", "H", "H", "H", "H", "H", "H", "H", "H", "C", "C", "C", "O", "C", "N", "H", "H", "H", "H", "H", "H", "H", "H", "H", "H", "H", "C", "C", "C", "O", "C", "N", "H", "H", "H", "H", "H", "H", "H", "H", "H", "H", "H", "C", "C", "C", "O", "C", "N", "H", "H", "H", "H", "H", "H", "H", "H", "H", "H", "H", "C", "C", "C", "O", "C", "N", "H", "H", "H", "H", "H", "H", "H", "H", "H", "H", "H", "C", "C", "C", "O", "C", "N", "H", "H", "H", "H", "H", "H", "H", "H", "H", "H", "H"], "coordinates": [[10.279, -22.436, -11.388], [12.748, -23.009, -14.374], [12.357, -21.895, -14.010], [13.518, -23.196, -15.298], [12.388, -23.909, -13.575], [14.455, -17.663, -18.202], [15.440, -17.327, -17.109], [15.040, -15.940, -16.538], [14.973, -14.883, -17.520], [16.109, -14.749, -18.305], [15.543, -18.350, -16.110], [14.849, -18.582, -18.637], [14.308, -16.895, -18.962], [13.487, -17.880, -17.751], [16.454, -17.206, -17.490], [15.706, -15.644, -15.728], [14.025, -16.071, -16.162], [17.008, -14.617, -17.701], [15.855, -13.830, -18.833], [16.247, -15.490, -19.092], [15.770, -19.280, -16.432], [14.597, -18.582, -15.842], [11.135, -23.647, -21.408], [9.803, -23.243, -20.788], [8.532, -23.914, -21.450], [8.448, -23.604, -22.852], [7.102, -23.688, -23.346], [9.825, -23.567, -19.351], [11.408, -24.696, -21.293], [11.919, -23.070, -20.919], [11.074, -23.468, -22.482], [9.721, -22.168, -20.946], [7.674, -23.480, -20.936], [8.504, -24.979, -21.219], [6.465, -22.945, -22.866], [6.749, -24.717, -23.286], [7.154, -23.312, -24.368], [10.675, -23.181, -18.966], [10.013, -24.560, -19.343], [11.226, -29.888, -15.554], [10.669, -29.430, -16.865], [9.128, -29.386, -16.891], [8.562, -30.737, -16.861], [8.586, -31.409, -18.128], [11.096, -28.053, -17.071], [10.842, -29.370, -14.675], [12.310, -29.901, -15.432], [10.841, -30.893, -15.385], [10.984, -30.148, -17.622], [8.653, -28.875, -17.728], [8.749, -28.898, -15.994], [9.562, -31.868, -18.283], [8.395, -30.773, -18.993], [7.800, -32.161, -18.067], [10.965, -27.409, -16.303], [12.103, -28.042, -17.138], [6.007, -25.165, -13.444], [6.488, -24.180, -14.533], [5.374, -23.793, -15.531], [4.212, -23.170, -14.969], [3.247, -22.803, -15.915], [6.958, -23.014, -13.853], [6.797, -25.338, -12.714], [5.700, -26.140, -13.823], [5.229, -24.675, -12.858], [7.301, -24.621, -15.110], [5.082, -24.694, -16.070], [5.741, -23.034, -16.221], [2.608, -23.603, -16.288], [3.753, -22.333, -16.759], [2.599, -22.049, -15.469], [6.105, -22.637, -13.465], [7.078, -22.429, -14.667], [17.288, -25.718, -19.092], [17.894, -25.634, -17.686], [18.508, -24.274, -17.442], [19.741, -24.150, -18.229], [20.517, -22.970, -17.857], [16.801, -25.919, -16.742], [16.598, -24.881, -19.196], [16.765, -26.643, -19.337], [18.075, -25.704, -19.846], [18.664, -26.403, -17.628], [18.848, -24.187, -16.410], [17.861, -23.417, -17.634], [19.894, -22.148, -18.210], [21.466, -22.993, -18.392], [20.639, -22.928, -16.775], [16.271, -25.074, -16.585], [17.190, -26.055, -15.819], [7.081, -18.432, -18.463], [8.456, -18.087, -17.799], [8.472, -16.757, -16.979], [8.170, -15.569, -17.694], [9.147, -15.262, -18.666], [8.686, -19.194, -16.948], [6.815, -17.615, -19.133], [6.288, -18.573, -17.728], [7.148, -19.347, -19.051], [9.278, -18.040, -18.513], [9.420, -16.760, -16.442], [7.697, -16.875, -16.221], [10.104, -15.514, -18.209], [9.153, -14.189, -18.857], [8.954, -15.829, -19.577], [9.547, -19.103, -16.429], [8.824, -20.009, -17.528], [18.516, -25.722, -9.881], [17.361, -25.923, -10.901], [16.386, -27.019, -10.567], [17.225, -28.153, -10.790], [17.325, -29.029, -9.658], [16.719, -24.650, -11.240], [19.178, -24.905, -10.169], [19.159, -26.601, -9.849], [18.151, -25.553, -8.867], [17.748, -26.294, -11.850], [15.569, -27.067, -11.287], [15.917, -26.986, -9.583], [17.597, -28.543, -8.720], [18.175, -29.701, -9.772], [16.403, -29.610, -9.682], [15.939, -24.726, -11.878], [17.300, -24.162, -11.907], [14.608, -20.423, -8.259], [13.136, -20.448, -8.772], [12.898, -19.335, -9.846], [11.487, -19.268, -9.955], [11.179, -18.285, -10.989], [12.901, -21.770, -9.213], [14.697, -19.520, -7.655], [15.315, -20.364, -9.087], [14.768, -21.262, -7.583], [12.510, -20.243, -7.904], [13.448, -19.520, -10.769], [13.363, -18.464, -9.384], [10.155, -18.411, -11.340], [11.795, -18.333, -11.887], [11.233, -17.369, -10.401], [13.764, -22.034, -9.667], [13.052, -22.342, -8.394]], "homo_lumo_gap_ha": [0.2282, 0.2231], "total_energy_ev": -114719.2820, "multiplicity": 2, "relative_energy_kj_mol": 698.7}

=====

[3]
{"formula": "C33H88O11", "method": "ωB97M-V with the def2-TZVPD basis set", "species": ["C", "C", "C", "O", "H", "H", "H", "H", "H", "H", "H", "H", "C", "C", "C", "O", "H", "H", "H", "H", "H", "H", "H", "H", "C", "C", "C", "O", "H", "H", "H", "H", "H", "H", "H", "H", "C", "C", "C", "O", "H", "H", "H", "H", "H", "H", "H", "H", "C", "C", "C", "O", "H", "H", "H", "H", "H", "H", "H", "H", "C", "C", "C", "O", "H", "H", "H", "H", "H", "H", "H", "H", "C", "C", "C", "O", "H", "H", "H", "H", "H", "H", "H", "H", "C", "C", "C", "O", "H", "H", "H", "H", "H", "H", "H", "H", "C", "C", "C", "O", "H", "H", "H", "H", "H", "H", "H", "H", "C", "C", "C", "O", "H", "H", "H", "H", "H", "H", "H", "H", "C", "C", "C", "O", "H", "H", "H", "H", "H", "H", "H", "H"], "coordinates": [[0.869, -6.946, 0.034], [-0.112, -5.785, 0.160], [0.199, -4.567, -0.734], [-1.413, -6.231, -0.191], [0.610, -7.770, 0.696], [1.865, -6.601, 0.326], [0.880, -7.293, -0.998], [-0.154, -5.393, 1.185], [-0.624, -3.859, -0.651], [0.384, -4.828, -1.774], [1.047, -4.064, -0.258], [-2.010, -6.333, 0.560], [5.231, 0.342, 3.772], [4.180, -0.358, 2.881], [4.388, -1.866, 2.982], [2.922, -0.092, 3.526], [5.356, -0.115, 4.755], [4.979, 1.398, 3.880], [6.231, 0.237, 3.338], [4.324, 0.029, 1.871], [5.043, -2.173, 2.154], [3.477, -2.408, 2.723], [4.883, -2.248, 3.870], [2.910, 0.851, 3.753], [-5.053, 3.405, -1.355], [-3.764, 2.693, -1.768], [-3.280, 1.730, -0.688], [-4.048, 1.903, -2.933], [-4.824, 4.358, -0.873], [-5.629, 2.792, -0.660], [-5.650, 3.617, -2.241], [-3.000, 3.467, -1.844], [-4.038, 1.069, -0.259], [-2.788, 2.313, 0.096], [-2.542, 1.024, -1.075], [-4.597, 1.153, -2.683], [-0.341, -0.842, -1.068], [0.520, 0.392, -0.813], [1.600, 0.132, 0.266], [1.093, 0.852, -2.008], [-0.826, -1.232, -0.174], [0.256, -1.618, -1.558], [-1.129, -0.619, -1.794], [-0.251, 1.136, -0.540], [2.567, 0.119, -0.247], [1.545, -0.754, 0.893], [1.642, 1.022, 0.901], [1.945, 1.240, -1.778], [-5.702, -4.724, 1.963], [-4.553, -4.792, 0.918], [-3.529, -3.699, 1.168], [-3.892, -6.056, 1.154], [-6.165, -3.738, 1.837], [-5.315, -4.855, 2.969], [-6.524, -5.408, 1.750], [-4.994, -4.851, -0.080], [-3.327, -3.721, 2.242], [-4.087, -2.772, 0.999], [-2.590, -3.690, 0.626], [-4.557, -6.731, 1.310], [0.064, -0.860, 5.615], [0.058, -2.011, 4.614], [-0.426, -1.670, 3.205], [1.425, -2.393, 4.436], [-0.896, -0.342, 5.670], [0.871, -0.168, 5.357], [0.371, -1.204, 6.604], [-0.515, -2.835, 5.043], [-0.354, -2.510, 2.511], [0.127, -0.827, 2.789], [-1.495, -1.419, 3.147], [1.951, -1.650, 4.100], [-1.925, 3.116, -6.132], [-1.646, 1.704, -5.633], [-0.846, 1.705, -4.305], [-2.971, 1.146, -5.411], [-2.329, 3.036, -7.142], [-1.013, 3.722, -6.153], [-2.646, 3.626, -5.496], [-1.127, 1.038, -6.319], [0.087, 2.209, -4.553], [-0.652, 0.665, -4.041], [-1.391, 2.121, -3.459], [-3.197, 1.529, -4.542], [5.817, 1.464, -0.749], [4.778, 2.531, -0.894], [5.335, 3.947, -0.921], [4.113, 2.355, -2.151], [5.410, 0.455, -0.763], [6.395, 1.618, 0.169], [6.557, 1.603, -1.546], [4.011, 2.457, -0.113], [4.599, 4.704, -0.656], [5.896, 4.029, -1.856], [6.087, 4.174, -0.152], [4.767, 2.595, -2.817], [0.032, 6.099, 0.184], [0.575, 4.642, -0.068], [0.637, 4.505, -1.593], [1.877, 4.538, 0.479], [0.829, 6.778, -0.118], [-0.086, 6.223, 1.270], [-0.942, 6.318, -0.244], [-0.157, 3.963, 0.378], [1.431, 5.113, -2.013], [-0.337, 4.716, -2.031], [0.791, 3.431, -1.726], [1.798, 4.976, 1.336], [0.308, 2.835, 4.013], [1.404, 3.398, 4.905], [0.890, 3.606, 6.326], [2.458, 2.441, 4.831], [-0.024, 1.860, 4.378], [0.769, 2.559, 3.057], [-0.554, 3.460, 3.790], [1.802, 4.334, 4.493], [1.659, 4.042, 6.970], [0.626, 2.625, 6.726], [0.028, 4.270, 6.352], [3.067, 2.585, 5.565], [-1.941, -3.740, -6.593], [-2.550, -2.876, -5.464], [-1.814, -3.080, -4.145], [-2.399, -1.498, -5.822], [-2.548, -3.840, -7.489], [-1.818, -4.763, -6.215], [-0.923, -3.417, -6.823], [-3.607, -3.144, -5.429], [-1.723, -4.123, -3.821], [-2.285, -2.531, -3.331], [-0.764, -2.786, -4.245], [-1.438, -1.418, -5.850]], "homo_lumo_gap_ha": 0.3299, "total_energy_ev": -58168.4526, "relative_energy_kj_mol": 334.6, "smiles": "CC(C)O.CC(C)O.CC(C)O.CC(C)O.CC(C)O.CC(C)O.CC(C)O.CC(C)O.CC(C)O.CC(C)O.CC(C)O"}